The following is a DFT calculation (ωB97M-V/def2-TZVPD) of a molecular structure, C20H17Cl3N6O3S2V at a distorted geometry.

XYZ file:
```
52
Properties=species:S:1:pos:R:3
V 0.87 0.17 0.81
N 2.03 -2.85 0.12
N 3.08 -2.57 1.01
C 3.10 -1.38 1.66
O 3.79 -1.18 2.65
O 2.30 -0.49 1.17
H 1.35 -3.48 0.56
H 2.38 -3.28 -0.72
H 3.62 -3.33 1.43
Cl -2.62 6.31 1.95
C -2.00 4.76 1.56
C -0.88 4.29 2.25
C -0.38 3.05 1.92
Cl 1.03 2.35 2.62
C -0.98 2.25 0.93
O -0.43 1.10 0.67
C -2.09 2.76 0.24
Cl -2.77 1.80 -1.00
C -2.60 4.01 0.55
H -0.42 4.89 3.01
H -3.45 4.41 0.02
N -4.73 -2.44 -7.70
C -3.95 -2.09 -6.93
C -2.98 -1.69 -5.98
C -1.75 -1.21 -6.39
C -0.80 -0.83 -5.46
C -1.07 -0.93 -4.10
C -2.31 -1.41 -3.69
C -3.26 -1.79 -4.62
N -0.11 -0.54 -3.14
C 1.04 0.16 -3.38
C 1.64 0.37 -2.17
N 0.87 -0.20 -1.20
C -0.17 -0.74 -1.80
H -1.54 -1.11 -7.45
H 0.16 -0.47 -5.81
H -2.56 -1.48 -2.64
H -4.22 -2.16 -4.29
H 1.36 0.46 -4.35
H 2.56 0.87 -1.94
H -0.93 -1.30 -1.30
S -0.13 -1.08 2.97
C 0.68 -0.70 4.38
N 1.95 -0.33 4.50
C 2.43 -0.04 5.84
C 1.44 -0.63 6.83
S -0.14 -0.80 5.91
H 2.64 -0.40 3.75
H 2.51 1.04 5.96
H 3.43 -0.48 5.96
H 1.28 0.01 7.69
H 1.73 -1.63 7.16
```

**⟨S²⟩**: 2.01
**Spin multiplicity**: 3
**E_LUMO (spin up / spin down)**: -3.0 / -2.8 eV
**Energy relative to the best compared isomer or geometry (same formula, charge and spin)**: 303.6 kJ/mol
**Frontier orbital gap (spin up / spin down)**: 8.22 / 8.64 eV
**HOMO (spin up / spin down)**: -0.412 / -0.421 Eh
**Total charge**: +1

---

The following is a DFT calculation (ωB97M-V/def2-TZVPD) of a molecular structure, C20H17Cl3N6O3S2V at a distorted geometry.

XYZ file:
```
52
Properties=species:S:1:pos:R:3
V 0.25 -1.00 -0.48
N 3.00 -2.16 1.02
N 2.25 -2.22 2.21
C 0.93 -1.87 2.24
O 0.34 -1.60 3.25
O 0.36 -1.85 1.02
H 3.59 -2.99 0.97
H 3.60 -1.35 1.04
H 2.72 -2.13 3.09
Cl -2.37 2.22 -6.54
C -1.56 1.50 -5.20
C -2.28 1.16 -4.07
C -1.62 0.59 -3.00
Cl -2.49 0.16 -1.55
C -0.25 0.34 -3.05
O 0.35 -0.23 -1.98
C 0.45 0.67 -4.20
Cl 2.15 0.34 -4.28
C -0.20 1.26 -5.27
H -3.35 1.35 -4.02
H 0.36 1.53 -6.16
N -4.20 4.04 7.63
C -3.61 3.71 6.70
C -2.85 3.30 5.53
C -2.60 4.22 4.52
C -1.88 3.83 3.40
C -1.41 2.54 3.32
C -1.64 1.61 4.33
C -2.37 2.00 5.44
N -0.65 2.13 2.17
C 0.25 2.90 1.45
C 0.75 2.08 0.49
N 0.18 0.83 0.61
C -0.67 0.90 1.63
H -2.98 5.23 4.60
H -1.71 4.53 2.59
H -1.23 0.61 4.27
H -2.57 1.30 6.23
H 0.46 3.92 1.69
H 1.47 2.31 -0.27
H -1.28 0.10 2.00
S -0.61 -3.05 -1.65
C 0.72 -3.70 -2.45
N 2.00 -3.42 -2.25
C 2.97 -3.97 -3.19
C 2.30 -5.19 -3.82
S 0.51 -4.87 -3.70
H 2.26 -2.73 -1.56
H 3.87 -4.26 -2.66
H 3.23 -3.22 -3.94
H 2.52 -6.10 -3.29
H 2.57 -5.30 -4.87
```

**⟨S²⟩**: 2.01
**Spin multiplicity**: 3
**E_LUMO (spin up / spin down)**: -3.3 / -2.9 eV
**Energy relative to the best compared isomer or geometry (same formula, charge and spin)**: 170.5 kJ/mol
**Frontier orbital gap (spin up / spin down)**: 8.10 / 8.64 eV
**HOMO (spin up / spin down)**: -0.421 / -0.424 Eh
**Total charge**: +1

---

The following is a DFT calculation (ωB97M-V/def2-TZVPD) of a molecular structure, C20H17Cl6O7STc.

XYZ file:
```
52
Properties=species:S:1:pos:R:3
Tc -0.67 0.18 -0.42
O 3.29 -0.64 0.48
Cl 1.95 -0.56 0.91
O 1.66 -1.39 2.03
O 1.50 0.80 1.13
O 1.05 -1.04 -0.24
C -2.52 -2.37 -0.39
O -1.74 -1.41 0.36
C -1.73 -1.52 1.81
C -2.01 -0.15 2.38
O -1.08 0.71 1.72
C -1.05 2.05 2.25
H -2.54 -3.30 0.19
H -2.02 -2.54 -1.33
H -3.52 -1.98 -0.54
H -0.74 -1.87 2.10
H -2.50 -2.24 2.11
H -1.82 -0.15 3.45
H -3.03 0.18 2.18
H -0.84 2.00 3.32
H -2.01 2.55 2.06
H -0.24 2.57 1.75
Cl -4.42 0.68 -0.17
C -3.37 1.97 -0.64
C -2.01 1.74 -0.76
C -1.23 2.80 -1.17
Cl 0.46 2.33 -1.31
C -1.69 4.07 -1.44
Cl -0.61 5.30 -1.93
C -3.06 4.29 -1.29
Cl -3.70 5.84 -1.59
C -3.90 3.24 -0.90
Cl -5.58 3.51 -0.73
C 0.16 -2.49 -11.24
C 0.12 -2.04 -9.81
O 1.00 -1.47 -9.23
S -1.45 -2.52 -9.06
C -1.26 -2.00 -7.39
C -0.09 -2.25 -6.67
C 0.01 -1.85 -5.36
C -1.07 -1.19 -4.74
C -2.25 -0.95 -5.47
C -2.33 -1.34 -6.78
C -0.97 -0.76 -3.41
C -0.87 -0.39 -2.24
H 1.18 -2.42 -11.61
H -0.49 -1.85 -11.84
H -0.19 -3.52 -11.33
H 0.74 -2.76 -7.14
H 0.91 -2.04 -4.80
H -3.07 -0.43 -4.99
H -3.23 -1.14 -7.36
```

**⟨S²⟩**: 3.82
**Spin multiplicity**: 4
**E_LUMO (spin up / spin down)**: -4.0 / -5.9 eV
**Energy relative to the best compared isomer or geometry (same formula, charge and spin)**: 0.0 kJ/mol
**Frontier orbital gap (spin up / spin down)**: 7.25 / 5.56 eV
**HOMO (spin up / spin down)**: -0.414 / -0.420 Eh
**Total charge**: +1

---

The following is a DFT calculation (ωB97M-V/def2-TZVPD) of C20H17ClN6O3S2 in the gas phase at a distorted geometry.

XYZ file:
```
49
Properties=species:S:1:pos:R:3
C -4.32 -4.35 2.05
C -5.39 -3.38 2.53
H -5.70 -3.61 3.55
H -6.26 -3.41 1.86
O -4.89 -2.04 2.57
C -4.88 -1.36 1.43
O -5.32 -1.76 0.39
C -4.22 0.00 1.63
C -2.92 -0.18 2.33
C -2.55 0.35 3.52
S -0.97 -0.17 3.97
C -0.92 -1.10 2.47
N -1.99 -1.00 1.76
N 0.19 -1.84 2.20
C 0.61 -2.43 1.01
O 1.72 -2.89 0.95
C -0.43 -2.59 -0.07
H -1.28 -1.93 0.09
H -0.76 -3.63 -0.12
S 0.32 -2.25 -1.69
C 1.08 -0.74 -1.30
N 0.94 -0.30 -0.05
C 1.53 0.84 0.30
N 2.26 1.63 -0.45
C 2.40 1.20 -1.71
N 3.10 1.76 -2.73
N 2.98 1.00 -3.84
C 2.24 -0.03 -3.57
C 1.83 0.00 -2.22
H 2.02 -0.77 -4.31
C 3.83 2.95 -2.71
C 3.43 3.97 -1.86
C 4.13 5.16 -1.81
C 5.24 5.35 -2.62
C 5.66 4.33 -3.46
C 4.96 3.13 -3.51
Cl 5.55 1.88 -4.54
H 6.52 4.46 -4.09
H 5.79 6.27 -2.59
H 3.81 5.95 -1.14
H 2.57 3.82 -1.23
H 1.39 1.15 1.32
H 0.93 -1.79 2.89
H -3.11 1.01 4.16
H -4.08 0.45 0.65
H -4.88 0.63 2.23
H -4.70 -5.37 2.08
H -3.44 -4.28 2.67
H -4.05 -4.11 1.02
```

**E_LUMO**: 0.2 eV
**Frontier orbital gap**: 8.88 eV
**HOMO**: -0.319 Eh
**SMILES**: CCOC(=O)Cc1csc(NC(=O)CSc2ncnc3c2cnn3-c2ccccc2Cl)n1

---

The following is a DFT calculation (ωB97M-V/def2-TZVPD) of a molecular structure, C20H17F3NO2PPdS.

XYZ file:
```
46
Properties=species:S:1:pos:R:3
Pd -0.28 -0.35 -0.43
O 0.46 -1.68 1.94
C 0.95 -0.60 1.70
O 0.23 0.48 1.43
C 2.44 -0.44 1.42
P 2.58 -0.42 -0.40
C 4.17 0.05 -1.00
C 5.01 -0.89 -1.60
C 6.29 -0.52 -1.96
C 6.73 0.78 -1.75
C 5.89 1.73 -1.18
C 4.61 1.37 -0.80
C 2.06 -1.96 -1.11
C 1.88 -1.98 -2.51
C 1.54 -3.16 -3.14
C 1.38 -4.32 -2.39
C 1.55 -4.31 -1.01
C 1.88 -3.14 -0.36
H 3.03 -1.28 1.82
H 2.84 0.51 1.78
H 4.67 -1.91 -1.77
H 6.96 -1.25 -2.41
H 7.73 1.06 -2.05
H 6.23 2.74 -1.03
H 3.95 2.11 -0.36
H 2.03 -1.08 -3.10
H 1.41 -3.18 -4.22
H 1.12 -5.25 -2.89
H 1.42 -5.22 -0.45
H 1.98 -3.13 0.71
F -1.60 -1.97 -2.39
C -1.71 -1.83 -1.07
F -2.98 -1.40 -0.82
F -1.58 -3.00 -0.48
S -1.30 1.85 -0.89
C -2.26 1.98 0.57
N -3.30 1.15 0.76
C -4.07 1.20 1.86
C -3.80 2.12 2.85
C -2.72 2.98 2.69
C -1.95 2.93 1.54
H -3.49 0.42 0.08
H -4.88 0.49 1.89
H -4.42 2.15 3.73
H -2.49 3.71 3.46
H -1.12 3.60 1.39
```

**⟨S²⟩**: 6.03
**Spin multiplicity**: 5
**E_LUMO (spin up / spin down)**: -6.7 / -10.0 eV
**Energy relative to the best compared isomer or geometry (same formula, charge and spin)**: 41.2 kJ/mol
**Frontier orbital gap (spin up / spin down)**: 7.74 / 5.23 eV
**HOMO (spin up / spin down)**: -0.532 / -0.561 Eh
**Total charge**: +2

---

The following is a DFT calculation (ωB97M-V/def2-TZVPD) of a molecular structure, C20H17FeNO8 at a distorted geometry.

XYZ file:
```
47
Properties=species:S:1:pos:R:3
O 4.99 -2.98 -1.76
C 4.53 -1.92 -1.93
Fe 4.22 -0.23 -2.28
C 5.46 0.34 -1.10
O 6.44 0.45 -0.49
C 5.42 -0.26 -3.57
O 6.39 -0.41 -4.20
C 2.03 -0.14 -0.93
C 1.59 -1.01 -2.04
C 2.53 -0.82 -3.22
C 2.75 0.51 -3.63
C 2.87 1.46 -2.61
C 2.73 1.02 -1.27
H 1.97 -0.50 0.09
H 1.51 -2.08 -1.75
H 0.56 -0.70 -2.34
H 2.60 -1.64 -3.94
H 2.94 0.76 -4.68
H 3.12 2.50 -2.83
H 3.06 1.70 -0.47
C 0.83 -0.97 5.15
C -0.34 -0.74 4.22
O 0.17 -0.18 2.99
C -0.84 -0.06 2.07
C -0.42 0.50 0.81
C -1.33 0.71 -0.24
O -0.95 0.92 -1.41
C -2.84 0.72 0.00
C -3.47 1.36 1.09
C -4.85 1.32 1.26
C -5.64 0.64 0.32
N -7.02 0.40 0.59
O -7.68 -0.27 -0.24
O -7.53 0.85 1.64
C -5.05 0.08 -0.82
C -3.67 0.15 -0.98
O -1.97 -0.42 2.40
H 0.44 -1.38 6.09
H 1.53 -1.70 4.73
H 1.36 -0.04 5.37
H -0.86 -1.69 4.01
H -1.06 -0.04 4.68
H 0.61 0.80 0.73
H -2.88 1.89 1.84
H -5.33 1.78 2.13
H -5.68 -0.42 -1.55
H -3.23 -0.26 -1.89
```

**⟨S²⟩**: 6.17
**Spin multiplicity**: 5
**E_LUMO (spin up / spin down)**: 4.3 / 2.4 eV
**Energy relative to the best compared isomer or geometry (same formula, charge and spin)**: 0.0 kJ/mol
**Frontier orbital gap (spin up / spin down)**: 3.70 / 4.32 eV
**HOMO (spin up / spin down)**: 0.020 / -0.071 Eh
**Total charge**: -2